## one
Below is a 2-piece molecular cluster, C5H9O overall, with properties calculated with ωB97M-V with the def2-TZVPD basis set.

Positions of all 15 atoms, in Å:
O -0.932 0.548 -0.942
C 0.276 0.127 -0.523
C 0.223 0.357 2.020
C 1.035 -0.835 -1.418
C 0.533 -0.362 0.947
C -1.916 0.563 -0.200
H -0.325 1.313 1.943
H 0.885 1.599 -0.951
H -1.867 0.326 0.891
H 0.952 -1.370 0.967
H 2.018 -1.247 -0.976
H 1.256 -0.389 -2.494
H 0.345 -0.009 3.062
H -2.717 1.009 -0.725
H 0.233 -1.632 -1.601

Its total charge is +1. For the HOMO energy, the calculation gives -14.6 eV.

---

## two
Below is an isolated ion of composition C5H9O and charge +1, with properties calculated with ωB97M-V with the def2-TZVPD basis set.

Positions of all 15 atoms, in Å:
O 2.459 0.657 -0.147
C -1.166 0.462 -0.672
C 0.026 0.654 0.333
C 3.331 -0.506 0.037
C -2.416 0.092 0.192
C 1.294 0.759 0.142
H -0.272 0.728 1.315
H -1.148 1.471 -1.098
H 4.301 -0.151 0.123
H -2.571 -0.870 0.346
H -1.043 -0.420 -1.278
H -2.370 0.735 1.100
H 3.260 -1.114 0.917
H 3.097 -1.119 -0.715
H -3.291 0.373 -0.233

Its total charge is +1. For the HOMO energy, the calculation gives -15.5 eV.

---

Which of them is most stable? Easy: two.

---

## one
Below is one molecule with the formula C5H8N2O2, with properties calculated with ωB97M-V with the def2-TZVPD basis set.

Positions of all 17 atoms, in Å:
O -0.889 2.318 -1.334
O 2.616 -1.378 0.477
N -2.545 0.388 -1.584
N -0.653 1.117 -0.648
C 1.348 -0.848 0.170
C 1.189 0.490 0.751
C -1.590 0.153 -0.748
C 0.270 1.355 0.404
C 1.472 -2.019 1.080
H -1.952 2.275 -1.468
H 0.821 -0.952 -0.815
H 1.240 -1.922 2.115
H 1.863 0.728 1.580
H -1.511 -0.671 -0.032
H 1.255 -3.064 0.781
H 0.307 2.415 0.786
H -3.240 -0.386 -1.517

For the HOMO energy, the calculation gives -8.6 eV.

---

## two
Below is one molecule with the formula C5H8N2O2, with properties calculated with ωB97M-V with the def2-TZVPD basis set.

Positions of all 17 atoms, in Å:
O 0.611 2.437 -0.474
O -1.736 2.072 -0.638
N -0.436 -2.307 -0.108
N 0.780 -2.226 0.653
C -0.459 1.535 -0.775
C -0.896 -1.028 -0.661
C -0.306 0.276 -0.010
C 0.664 0.147 0.965
C 1.235 -1.036 1.167
H -0.342 1.381 -1.814
H 1.086 1.053 1.462
H -1.079 -2.658 0.664
H 1.990 -1.167 1.941
H 0.862 3.043 -1.268
H 1.511 -2.831 0.175
H -2.087 2.211 0.284
H -1.398 -0.902 -1.563

For the HOMO energy (spin up / spin down), the calculation gives -7.2 / -7.2 eV.

---

Which of them is most stable? Easy: two.

---

## one
Below is one molecule with the formula C5H8N2O2, with properties calculated with ωB97M-V with the def2-TZVPD basis set.

Positions of all 17 atoms, in Å:
O 2.709 1.362 -0.265
O -1.201 -1.674 -0.533
N 1.993 -1.763 0.134
N 1.313 -0.546 -0.044
C 1.665 0.777 -0.153
C 0.313 1.431 -0.199
C -0.451 -0.744 0.108
C -2.170 1.127 -0.051
C -0.746 0.664 -0.115
H 2.427 -1.894 1.145
H -2.809 0.463 0.467
H -0.846 -2.426 -0.151
H 0.267 2.533 -0.358
H 2.813 -1.792 -0.485
H -0.552 -0.938 1.099
H -2.593 1.305 -1.035
H -2.130 2.115 0.436

For the HOMO energy, the calculation gives -9.1 eV.

---

## two
Below is C5H8N2O2 as an isolated structure, with properties calculated with ωB97M-V with the def2-TZVPD basis set.

Positions of all 17 atoms, in Å:
O 2.852 -1.615 -0.352
O 4.344 -0.134 0.076
N 3.197 -0.465 -0.109
N 0.596 -0.673 1.754
C 2.338 1.759 -0.411
C 0.464 -0.299 0.606
C -1.925 -0.597 -0.044
C 2.220 0.523 -0.032
C -0.512 -0.027 -0.445
H 1.515 2.313 -0.423
H -0.049 -1.209 2.223
H 0.014 -0.358 -1.320
H 3.143 2.071 -0.976
H -1.873 -1.690 0.385
H -2.509 -0.810 -0.916
H -0.687 1.145 -0.588
H -2.429 -0.022 0.801

For the HOMO energy, the calculation gives -9.3 eV.

---

Which of them is most stable? Easy: one.